The following is a quantum chemistry calculation of a molecular structure, C30H37Ge2HgN3O4, from the Open Molecules 2025 dataset.

CARTESIAN COORDINATES (ANGSTROEM)
Hg (-13.656, -7.921, -9.497)
C (-9.741, -8.364, -12.151)
C (-11.022, -8.778, -11.394)
O (-11.243, -8.342, -10.268)
C (-11.755, -9.735, -12.140)
C (-13.060, -10.203, -12.024)
C (-13.411, -11.437, -12.865)
N (-14.054, -9.519, -11.397)
N (-15.257, -9.860, -11.826)
C (-16.212, -9.477, -10.997)
O (-16.101, -8.798, -9.956)
C (-17.575, -9.914, -11.449)
C (-18.631, -9.847, -10.551)
C (-19.843, -10.421, -10.845)
C (-19.983, -11.048, -12.069)
C (-18.953, -11.021, -12.996)
C (-17.724, -10.446, -12.742)
H (-9.914, -8.446, -13.257)
H (-8.924, -9.055, -11.937)
H (-9.387, -7.396, -11.779)
H (-11.164, -10.183, -12.962)
H (-12.974, -11.215, -13.889)
H (-14.486, -11.567, -12.990)
H (-12.889, -12.325, -12.478)
H (-18.495, -9.346, -9.597)
H (-20.630, -10.286, -10.125)
H (-20.920, -11.505, -12.313)
H (-19.126, -11.569, -13.903)
H (-16.857, -10.419, -13.424)
N (-13.002, -9.683, -8.273)
C (-12.873, -9.507, -6.802)
C (-11.693, -8.567, -6.435)
C (-11.917, -7.020, -6.665)
O (-11.406, -6.244, -5.843)
O (-12.516, -6.662, -7.761)
H (-13.655, -10.439, -8.488)
H (-12.142, -9.934, -8.778)
H (-12.651, -10.505, -6.335)
H (-13.839, -9.190, -6.498)
H (-10.841, -8.874, -7.041)
H (-11.372, -8.769, -5.416)
C (-13.517, -2.459, -11.087)
Ge (-12.766, -3.835, -9.910)
C (-11.094, -4.771, -10.399)
C (-12.659, -3.192, -8.013)
Ge (-14.565, -5.465, -9.838)
C (-15.657, -5.600, -11.460)
C (-17.008, -5.974, -11.357)
C (-17.908, -5.736, -12.364)
C (-17.421, -5.163, -13.575)
C (-16.057, -4.943, -13.728)
C (-15.164, -5.138, -12.673)
C (-15.913, -4.747, -8.525)
C (-15.435, -4.722, -7.209)
C (-16.226, -4.247, -6.165)
C (-17.557, -3.999, -6.348)
C (-18.065, -3.954, -7.665)
C (-17.271, -4.357, -8.721)
H (-12.879, -2.320, -12.029)
H (-13.460, -1.555, -10.477)
H (-14.544, -2.690, -11.344)
H (-10.251, -4.054, -10.336)
H (-11.121, -5.110, -11.498)
H (-10.901, -5.683, -9.830)
H (-11.849, -2.462, -7.993)
H (-12.319, -4.015, -7.308)
H (-13.641, -2.760, -7.593)
H (-17.361, -6.485, -10.462)
H (-18.976, -5.962, -12.272)
H (-18.098, -4.862, -14.387)
H (-15.697, -4.641, -14.697)
H (-14.174, -4.757, -12.841)
H (-14.420, -5.051, -6.973)
H (-15.767, -4.240, -5.158)
H (-18.202, -3.745, -5.485)
H (-19.105, -3.751, -7.817)
H (-17.549, -4.179, -9.750)

Calculated values
**Net charge**: -2
**2S+1**: 1
**Orbital gap (spin up / spin down)**: 5.15 / 5.15 eV
**E_HOMO (spin up / spin down)**: -0.4 / -0.4 eV
**Energy**: -5937.83478 hartree
**Lowest unoccupied orbital energy (spin up / spin down)**: 4.75 / 4.75 eV